{"formula": "C14H16F5FeO4S", "method": "the ωB97M-V functional and the def2-TZVPD basis", "energy_ev": -81777.640, "e_homo_ev": [-8.8770, -8.9502], "gap_ev": [8.8, 7.4], "charge": 0, "spin_multiplicity": 6, "fmax_ev_per_a": 0.46, "species": ["Fe", "F", "C", "C", "F", "C", "F", "C", "S", "C", "F", "C", "F", "C", "C", "C", "O", "C", "O", "O", "H", "H", "H", "H", "H", "H", "H", "C", "C", "C", "C", "O", "H", "H", "H", "H", "H", "H", "H", "H", "H"], "positions_angstrom": [[-0.210, -0.566, -0.428], [6.533, -0.834, 0.313], [5.297, -1.117, -0.094], [4.432, -0.099, -0.453], [4.831, 1.173, -0.391], [3.153, -0.412, -0.873], [2.342, 0.606, -1.213], [2.678, -1.715, -0.940], [1.062, -2.137, -1.499], [3.576, -2.715, -0.573], [3.203, -3.993, -0.615], [4.864, -2.430, -0.157], [5.691, -3.414, 0.190], [0.891, 3.114, 0.214], [-0.208, 2.177, 0.689], [-0.893, 2.658, 1.948], [0.379, 0.852, 0.952], [-1.206, 1.989, -0.475], [-2.083, 2.797, -0.640], [-0.947, 0.966, -1.255], [1.660, 3.217, 0.985], [0.465, 4.099, 0.027], [1.349, 2.747, -0.702], [-0.157, 2.913, 2.714], [-1.559, 1.888, 2.336], [-1.483, 3.541, 1.713], [1.218, 0.948, 1.416], [-3.723, -0.680, 0.240], [-2.796, -1.850, 0.546], [-2.914, -2.937, -0.516], [-3.069, -2.416, 1.935], [-1.456, -1.376, 0.548], [-4.760, -1.016, 0.188], [-3.462, -0.220, -0.715], [-3.647, 0.081, 1.018], [-3.933, -3.324, -0.561], [-2.235, -3.760, -0.294], [-2.662, -2.533, -1.499], [-4.081, -2.820, 1.993], [-2.965, -1.633, 2.687], [-2.361, -3.214, 2.160]]}


{"formula": "C4H9Br3O3S", "method": "the ωB97M-V functional and the def2-TZVPD basis", "energy_ev": -231396.933, "e_homo_ev": -10.5199, "gap_ev": 10.0, "charge": 0, "spin_multiplicity": 1, "fmax_ev_per_a": 4.20, "smiles": "CCOS(C)(=O)=O.BrC(Br)Br", "species": ["O", "S", "O", "O", "C", "C", "C", "H", "H", "H", "H", "H", "H", "H", "H", "C", "Br", "Br", "Br", "H"], "positions_angstrom": [[1.533, 2.468, -3.554], [0.412, 2.140, -2.635], [-0.249, 3.236, -1.845], [-0.672, 1.201, -3.548], [-1.981, 1.080, -2.993], [-2.568, -0.357, -3.271], [0.953, 0.727, -1.501], [-2.537, 1.993, -3.210], [-1.912, 1.025, -1.906], [-2.352, -0.798, -4.244], [-3.658, -0.365, -3.253], [-2.078, -1.139, -2.691], [0.195, 0.394, -0.792], [1.800, 1.056, -0.899], [1.286, -0.059, -2.179], [2.333, -2.617, 7.605], [4.133, -3.185, 8.163], [2.406, -1.001, 6.478], [1.108, -2.340, 9.165], [1.849, -3.458, 7.109]]}